# 1
Computed, not measured: a 7-piece molecular cluster, C13H40O7 overall, with ωB97M-V/def2-TZVPD.

## Properties
energy relative to the best compared isomer or geometry (same formula, charge and spin) = 77.7 kcal per mole
total energy = -28458.443 eV
structure (SMILES) = CC(C)O.CC(C)O.CC(C)O.CO.CO.CO.CO
E_LUMO = 0.50 eV
frontier orbital gap = 10.33 eV

Bonds (Å) are listed after each position.
CARTESIAN COORDINATES (ANGSTROEM)
1 C 0.77387 -1.44867 -1.07628  C2 1.545, H5 1.090, H6 1.090, H7 1.090
2 C 0.24093 -0.18488 -0.36559  C1 1.545, C3 1.504, O4 1.432, H8 1.090
3 C -0.43666 -0.35377 0.96685  C2 1.504, H9 1.090, H10 1.090, H11 1.090
4 O 1.24671 0.78922 -0.06445  C2 1.432, H12 0.960
5 H 0.80012 -1.41554 -2.16546  C1 1.090
6 H 0.13431 -2.31739 -0.92009  C1 1.090
7 H 1.78698 -1.66489 -0.73725  C1 1.090
8 H -0.50215 0.21880 -1.05333  C2 1.090
9 H -1.24525 -1.08141 0.89733  C3 1.090
10 H -0.87927 0.62174 1.16830  C3 1.090
11 H 0.19331 -0.73946 1.76839  C3 1.090
12 H 1.05026 1.35598 0.68508  O4 0.960
13 C -2.98504 -2.56452 3.50293  C14 1.559, H17 1.090, H18 1.090, H19 1.090
14 C -4.40553 -2.97444 3.99735  C13 1.559, C15 1.528, O16 1.464, H20 1.090
15 C -4.56258 -4.48883 4.12193  C14 1.528, H21 1.090, H22 1.090, H23 1.090
16 O -4.61836 -2.38506 5.31997  C14 1.464, H24 0.960
17 H -2.24061 -3.00740 4.16457  C13 1.090
18 H -2.95295 -1.49324 3.30435  C13 1.090
19 H -2.82293 -2.91588 2.48392  C13 1.090
20 H -5.10878 -2.65656 3.22761  C14 1.090
21 H -5.54315 -4.73774 4.52767  C15 1.090
22 H -3.85130 -4.99784 4.77239  C15 1.090
23 H -4.61919 -5.08485 3.21108  C15 1.090
24 H -4.37117 -3.09325 5.91910  O16 0.960
25 C -1.36745 2.50572 -4.12720  C26 1.547, H29 1.090, H30 1.090, H31 1.090
26 C 0.03130 2.88397 -3.58467  C25 1.547, C27 1.513, O28 1.446, H32 1.090
27 C 1.16949 2.37947 -4.44518  C26 1.513, H33 1.090, H34 1.090, H35 1.090
28 O 0.00563 4.31562 -3.38552  C26 1.446, H36 0.960
29 H -1.59154 3.06723 -5.03417  C25 1.090
30 H -2.15894 2.71582 -3.40782  C25 1.090
31 H -1.36599 1.44443 -4.37574  C25 1.090
32 H 0.03489 2.50819 -2.56150  C26 1.090
33 H 2.02112 2.33947 -3.76605  C27 1.090
34 H 1.38810 3.12922 -5.20556  C27 1.090
35 H 0.93428 1.44117 -4.94756  C27 1.090
36 H -0.56398 4.46124 -2.62662  O28 0.960
37 C -0.10618 1.23667 3.77581  O38 1.444, H39 1.090, H40 1.090, H41 1.090
38 O 0.76980 1.74639 2.74756  C37 1.444, H42 0.960
39 H -0.10613 0.15053 3.86747  C37 1.090
40 H 0.03783 1.60293 4.79228  C37 1.090
41 H -1.09155 1.56533 3.44546  C37 1.090
42 H 0.90562 2.67682 2.94105  O38 0.960
43 C 2.26001 4.48448 0.35066  O44 1.481, H45 1.090, H46 1.090, H47 1.090
44 O 1.00354 4.98764 0.95099  C43 1.481, H48 0.960
45 H 2.80624 3.95856 1.13369  C43 1.090
46 H 2.13598 3.81622 -0.50148  C43 1.090
47 H 2.89584 5.29344 -0.00907  C43 1.090
48 H 1.14344 5.87594 1.28707  O44 0.960
49 C 1.26760 -5.28875 -2.54805  O50 1.450, H51 1.090, H52 1.090, H53 1.090
50 O 2.13588 -5.60918 -3.66429  C49 1.450, H54 0.960
51 H 1.54910 -4.36316 -2.04592  C49 1.090
52 H 0.27385 -5.09174 -2.95023  C49 1.090
53 H 1.20422 -5.91024 -1.65484  C49 1.090
54 H 1.93017 -5.02003 -4.39380  O50 0.960
55 C 4.50549 1.38280 -1.51512  O56 1.448, H57 1.090, H58 1.090, H59 1.090
56 O 4.09722 0.76258 -0.27188  C55 1.448, H60 0.960
57 H 3.56436 1.40700 -2.06448  C55 1.090
58 H 4.73887 2.44465 -1.43696  C55 1.090
59 H 5.27961 0.81475 -2.03101  C55 1.090
60 H 3.18060 0.50461 -0.39372  O56 0.960

=====

# 2
Computed, not measured: a 7-piece molecular cluster, C13H42B2NO13P overall, with ωB97M-V/def2-TZVPD.

## Properties
energy relative to the best compared isomer or geometry (same formula, charge and spin) = 14.8 kcal per mole
total energy = -52911.842 eV
structure (SMILES) = O=NOB(CP(=O)(O)O)B(O)O.CCO.CCO.CCO.CCO.CCO.CCO
E_LUMO = -1.10 eV
frontier orbital gap = 8.97 eV

Bonds (Å) are listed after each position.
CARTESIAN COORDINATES (ANGSTROEM)
1 O 6.42005 -3.56386 -0.18028  N2 1.167
2 N 6.11840 -2.89888 -1.09017  O1 1.167, O3 1.401
3 O 4.87272 -2.28571 -0.90481  N2 1.401, B4 1.418
4 B 4.37695 -1.60934 -2.04887  O3 1.418, C5 1.561, B10 1.712
5 C 3.51719 -2.44378 -3.04985  B4 1.561, P6 1.810, H13 1.082, H14 1.078
6 P 1.75738 -2.28781 -2.65467  C5 1.810, O7 1.422, O8 1.586, O9 1.616
7 O 0.99220 -2.73876 -3.76565  P6 1.422
8 O 1.53077 -3.19021 -1.37025  P6 1.586, H15 0.974
9 O 1.34934 -0.76953 -2.28035  P6 1.616, H16 0.972
10 B 4.59869 0.05828 -2.36742  B4 1.712, O11 1.370, O12 1.385
11 O 5.22275 0.94452 -1.52989  B10 1.370, H17 0.971
12 O 4.11270 0.56193 -3.56280  B10 1.385, H18 0.971
13 H 3.73827 -3.49635 -2.93256  C5 1.082
14 H 3.68598 -2.17858 -4.08100  C5 1.078
15 H 1.80749 -2.68662 -0.58430  O8 0.974
16 H 1.70034 -0.48266 -1.42038  O9 0.972
17 H 4.77582 1.80385 -1.59497  O11 0.971
18 H 3.16063 0.73100 -3.46996  O12 0.971
19 C -2.73718 0.03398 -0.51708  C20 1.516, H22 1.090, H23 1.089, H24 1.094
20 C -1.70301 -0.72291 0.29275  C19 1.516, O21 1.430, H25 1.089, H26 1.098
21 O -0.97324 -1.65344 -0.51148  C20 1.430, H27 0.966
22 H -3.43697 -0.66112 -0.98188  C19 1.090
23 H -3.29599 0.72914 0.10786  C19 1.089
24 H -2.25606 0.59590 -1.32321  C19 1.094
25 H -2.18191 -1.29980 1.08232  C20 1.089
26 H -0.99766 -0.02201 0.75753  C20 1.098
27 H -0.53557 -1.14944 -1.20961  O21 0.966
28 C 7.75507 -7.34163 -0.55205  C29 1.518, H31 1.090, H32 1.091, H33 1.092
29 C 7.90264 -6.77097 -1.95109  C28 1.518, O30 1.424, H34 1.089, H35 1.096
30 O 6.92084 -5.77372 -2.21342  C29 1.424, H36 0.963
31 H 6.76200 -7.77196 -0.42145  C28 1.090
32 H 8.50094 -8.11506 -0.36219  C28 1.091
33 H 7.87081 -6.55639 0.19817  C28 1.092
34 H 7.76832 -7.55094 -2.69862  C29 1.089
35 H 8.89965 -6.33701 -2.08464  C29 1.096
36 H 7.03656 -5.06954 -1.56615  O30 0.963
37 C -5.91507 3.73173 1.69284  C38 1.517, H40 1.090, H41 1.092, H42 1.093
38 C -5.98080 2.48554 0.83071  C37 1.517, O39 1.430, H43 1.088, H44 1.094
39 O -4.85263 1.63888 1.06634  C38 1.430, H45 0.964
40 H -4.99889 4.28662 1.49008  C37 1.090
41 H -6.77036 4.38312 1.50426  C37 1.092
42 H -5.90250 3.46931 2.75344  C37 1.093
43 H -5.97116 2.74770 -0.22525  C38 1.088
44 H -6.89769 1.92651 1.03862  C38 1.094
45 H -4.86199 1.39424 1.99856  O39 0.964
46 C -6.16759 6.49345 5.18535  C47 1.517, H49 1.090, H50 1.091, H51 1.092
47 C -6.29194 5.04154 5.60843  C46 1.517, O48 1.427, H52 1.089, H53 1.095
48 O -5.16086 4.27754 5.19284  C47 1.427, H54 0.963
49 H -6.06342 6.56504 4.10247  C46 1.090
50 H -7.04182 7.06847 5.49282  C46 1.091
51 H -5.27963 6.94983 5.62875  C46 1.092
52 H -7.16686 4.58396 5.14965  C47 1.089
53 H -6.39572 4.96684 6.69580  C47 1.095
54 H -4.37875 4.66379 5.60105  O48 0.963
55 C -10.48943 -0.06612 1.76828  C56 1.518, H58 1.090, H59 1.091, H60 1.093
56 C -9.80771 0.85184 0.77053  C55 1.518, O57 1.427, H61 1.088, H62 1.096
57 O -9.60644 2.15626 1.31208  C56 1.427, H63 0.963
58 H -11.45075 0.34953 2.07030  C55 1.090
59 H -10.65318 -1.05670 1.34235  C55 1.091
60 H -9.88317 -0.17353 2.67090  C55 1.093
61 H -10.42158 0.97284 -0.11965  C56 1.088
62 H -8.84074 0.43515 0.46697  C56 1.096
63 H -9.05395 2.06491 2.09590  O57 0.963
64 C 9.59239 1.55065 -1.70946  C65 1.518, H67 1.090, H68 1.091, H69 1.092
65 C 8.98897 0.79151 -2.87721  C64 1.518, O66 1.424, H70 1.088, H71 1.096
66 O 7.87367 0.00770 -2.46636  C65 1.424, H72 0.964
67 H 9.90749 0.85767 -0.92925  C64 1.090
68 H 10.45499 2.13854 -2.02662  C64 1.091
69 H 8.85642 2.22576 -1.26696  C64 1.092
70 H 9.71801 0.10554 -3.30459  C65 1.088
71 H 8.67046 1.48667 -3.66171  C65 1.096
72 H 7.20527 0.59703 -2.09977  O66 0.964